# 1
Here is a gas-phase ion, C6H12N4O2 (charge +2) from the Open Molecules 2025 dataset. Energies are from the ωB97M-V functional and the def2-TZVPD basis.

Properties
Energy   -604.6457 a.u.
Gap between HOMO and LUMO (spin up / spin down)   7.80 / 7.80 eV
Structure (SMILES)   [H]/N=C(C[NH3+])/[NH+]=C1\C(O)=CN[C@@H]1O
ΔE to the lowest compared entry with this formula, charge and spin   31.48 kcal per mole

```
! wB97M-V def2-TZVPD RIJCOSX def2/J DEFGRID3
* xyz 2 1
H 1.37 2.32 0.40
N 0.85 1.63 0.01
C 0.92 0.38 -0.10
C 2.18 -0.55 -0.06
N 3.42 0.14 0.45
N -0.18 -0.39 -0.27
C -1.54 0.13 -0.17
C -2.13 1.37 -0.02
O -1.56 2.54 0.11
C -3.54 1.23 0.18
N -3.95 -0.01 -0.01
C -2.92 -0.90 -0.30
O -3.07 -1.93 0.56
H 2.32 -0.99 -1.04
H 1.92 -1.33 0.73
H 3.56 -0.19 1.41
H 3.18 1.21 0.46
H 4.22 -0.19 -0.06
H -0.02 -1.30 -0.65
H -0.60 2.61 -0.26
H -4.19 2.06 0.40
H -4.79 -0.41 0.31
H -3.02 -1.30 -1.31
H -2.75 -2.71 0.13
*
```

Atomic partial charges in e from the natural (NBO) method, atoms 1 to 5: 0.404, -0.753, 0.495, -0.315, -0.680



# 2
Here is 2 unconnected molecules or ions with the total composition CH3O3Si from the Open Molecules 2025 dataset. Energies are from the ωB97M-V functional and the def2-TZVPD basis.

Properties
Energy   -555.1612 a.u.
Gap between HOMO and LUMO   8.58 eV
ΔE to the lowest compared entry with this formula, charge and spin   39.37 kcal per mole

```
! wB97M-V def2-TZVPD RIJCOSX def2/J DEFGRID3
* xyz -1 1
C 1.03 -1.72 0.02
O 0.20 -2.21 0.85
O 1.99 -2.21 -0.58
O -1.43 0.20 -0.21
Si 0.01 -0.14 0.24
H -1.17 2.90 -1.02
H -1.01 2.35 -0.61
H 0.38 0.84 1.30
*
```

Atomic partial charges in e from the natural (NBO) method, atoms 1 to 5: 0.430, -0.734, -0.698, -1.247, 1.541



# 3
Here is 6 unconnected molecules or ions with the total composition C29H68NO23P6 from the Open Molecules 2025 dataset. Energies are from the ωB97M-V functional and the def2-TZVPD basis.

Properties
Energy   -4979.0996 a.u.
Gap between HOMO and LUMO   3.88 eV

```
! wB97M-V def2-TZVPD RIJCOSX def2/J DEFGRID3
* xyz -1 1
C -5.22 -5.45 -8.25
N -4.71 -5.31 -6.87
C -4.96 -3.91 -6.48
C -5.48 -6.17 -6.01
O -6.63 -6.41 -6.28
C -4.80 -6.74 -4.79
C -5.45 -6.14 -3.54
C -6.05 -7.14 -2.50
O -6.13 -6.66 -1.17
P -5.13 -5.20 -1.13
C -6.60 -4.07 -1.54
C -6.56 -2.67 -0.90
C -5.38 -1.82 -1.37
C -5.06 -1.88 -2.71
C -3.98 -1.15 -3.18
C -3.25 -0.39 -2.28
C -3.58 -0.32 -0.95
C -4.66 -1.06 -0.47
O -4.70 -5.18 -2.85
H -5.30 -6.50 -8.50
H -4.52 -4.97 -8.94
H -6.18 -4.95 -8.37
H -4.51 -3.66 -5.52
H -4.52 -3.24 -7.22
H -6.03 -3.70 -6.48
H -3.75 -6.45 -4.88
H -4.89 -7.82 -4.84
H -6.36 -5.62 -3.91
H -7.11 -7.19 -2.80
H -5.74 -8.19 -2.57
H -5.37 -4.97 0.29
H -4.14 -4.16 -0.99
H -4.03 -6.14 -0.91
H -6.77 -3.92 -2.61
H -7.49 -4.57 -1.16
H -7.44 -2.14 -1.28
H -6.66 -2.69 0.19
H -5.61 -2.49 -3.41
H -3.71 -1.19 -4.22
H -2.40 0.16 -2.65
H -3.01 0.27 -0.25
H -4.95 -1.05 0.57
C -0.02 0.48 0.35
O -0.74 1.71 0.45
P 0.07 3.11 0.28
O 0.47 3.09 -1.15
O 1.29 2.68 1.27
C 1.05 2.17 2.59
O 0.28 4.67 0.73
C 0.25 5.68 -0.28
H -0.60 -0.18 -0.28
H 0.97 0.61 -0.08
H 0.07 0.03 1.34
H 1.59 1.23 2.70
H -0.01 1.99 2.77
H 1.43 2.89 3.32
H -0.60 5.56 -0.95
H 1.18 5.67 -0.84
H 0.15 6.64 0.23
C 6.94 -0.50 -0.82
O 6.73 0.89 -0.99
P 5.49 1.41 -1.97
O 4.40 0.91 -1.07
O 5.84 0.36 -3.18
C 7.11 0.39 -3.83
O 4.51 2.26 -3.01
C 3.25 2.73 -2.52
H 7.09 -0.68 0.24
H 6.09 -1.09 -1.17
H 7.85 -0.81 -1.35
H 7.53 -0.62 -3.81
H 7.82 1.06 -3.33
H 6.98 0.70 -4.86
H 3.35 3.21 -1.55
H 2.55 1.91 -2.45
H 2.87 3.46 -3.24
C 1.57 -2.92 1.14
O 0.35 -3.40 0.59
P -0.03 -4.99 0.83
O -0.20 -4.85 2.32
O 1.42 -5.62 0.45
C 1.99 -5.40 -0.84
O -0.78 -6.44 0.69
C -1.74 -6.83 1.67
H 1.36 -1.98 1.64
H 2.01 -3.61 1.86
H 2.29 -2.73 0.34
H 3.00 -5.01 -0.71
H 1.42 -4.67 -1.43
H 2.04 -6.34 -1.38
H -2.44 -6.03 1.89
H -1.22 -7.14 2.57
H -2.29 -7.68 1.25
C 1.21 4.68 9.92
O 1.86 4.39 8.69
P 1.19 4.92 7.29
O 1.34 6.39 7.39
O -0.33 4.44 7.64
C -0.60 3.11 8.08
O 0.96 4.63 5.71
C 1.46 5.57 4.75
H 1.98 5.02 10.61
H 0.46 5.45 9.81
H 0.76 3.77 10.33
H -1.19 3.17 8.99
H 0.31 2.54 8.28
H -1.19 2.60 7.32
H 2.48 5.87 4.97
H 0.81 6.44 4.72
H 1.43 5.08 3.78
C 5.44 9.19 2.36
O 4.63 8.18 1.75
P 5.04 6.62 1.94
O 4.80 6.38 3.38
O 6.63 6.81 1.61
C 7.06 7.50 0.44
O 5.04 5.14 1.28
C 4.34 4.08 1.95
H 4.76 9.89 2.84
H 6.11 8.78 3.11
H 6.01 9.72 1.60
H 7.78 8.27 0.74
H 6.24 7.98 -0.09
H 7.56 6.80 -0.22
H 3.35 4.40 2.26
H 4.92 3.75 2.80
H 4.23 3.25 1.25
*
```

Atomic partial charges in e from the Mulliken method, atoms 1 to 5: -0.953, -0.069, -0.964, 0.374, -0.565



# 4
Here is a molecular structure, C61H57AsClN4PdSi from the Open Molecules 2025 dataset. Energies are from the ωB97M-V functional and the def2-TZVPD basis.

Properties
Energy   -5691.2044 a.u.
Gap between HOMO and LUMO   6.05 eV

```
! wB97M-V def2-TZVPD RIJCOSX def2/J DEFGRID3
* xyz -1 1
Pd 1.39 -0.33 0.04
C -4.00 -1.26 -1.77
C -3.57 -0.99 -0.47
C -2.27 -1.30 -0.10
C -1.37 -1.89 -0.99
C -1.82 -2.15 -2.28
C -3.12 -1.84 -2.67
Si 0.40 -2.26 -0.39
C 0.10 -3.33 1.19
C -1.11 -4.02 1.34
C -1.38 -4.79 2.47
C -0.43 -4.90 3.48
C 0.78 -4.23 3.35
C 1.03 -3.46 2.22
C 1.13 -3.38 -1.72
C 1.21 -4.77 -1.58
C 1.67 -5.57 -2.62
C 2.03 -5.00 -3.83
C 1.94 -3.63 -4.00
C 1.50 -2.83 -2.95
H -5.01 -1.01 -2.07
H -4.25 -0.53 0.24
H -1.95 -1.07 0.92
H -1.15 -2.60 -3.01
H -3.44 -2.04 -3.69
H -1.86 -3.95 0.57
H -2.33 -5.31 2.56
H -0.64 -5.49 4.36
H 1.52 -4.30 4.14
H 1.97 -2.91 2.17
H 0.93 -5.23 -0.63
H 1.74 -6.65 -2.48
H 2.38 -5.63 -4.64
H 2.22 -3.17 -4.94
H 1.45 -1.75 -3.09
C 1.61 0.26 -7.91
C 1.07 0.55 -6.53
C 1.90 0.59 -5.42
C 1.43 0.86 -4.13
C 2.48 0.89 -3.06
C 0.05 1.08 -3.92
As -0.98 1.24 -2.21
N 0.29 1.33 -0.87
C -0.10 1.97 0.29
C -1.42 2.24 0.73
C -1.67 2.82 1.97
C -0.64 3.16 2.83
C 0.67 2.92 2.43
C 0.93 2.35 1.19
C -1.54 3.17 -2.34
C -0.65 4.24 -2.49
C 0.84 4.04 -2.64
C -1.13 5.55 -2.51
C -2.48 5.83 -2.38
C -2.99 7.25 -2.40
C -3.36 4.77 -2.22
C -2.91 3.45 -2.20
C -3.96 2.37 -2.04
C -0.79 1.04 -5.06
C -2.28 1.28 -4.95
C -0.28 0.78 -6.32
H 2.67 0.00 -7.87
H 1.51 1.14 -8.56
H 1.07 -0.56 -8.38
H 2.96 0.41 -5.55
H 3.41 0.46 -3.43
H 2.18 0.35 -2.17
H 2.69 1.91 -2.73
H -2.26 1.97 0.10
H -2.71 3.00 2.25
H -0.85 3.62 3.80
H 1.50 3.17 3.08
H 1.95 2.20 0.87
H 1.20 3.32 -1.90
H 1.37 4.98 -2.52
H 1.07 3.63 -3.62
H -0.43 6.36 -2.63
H -2.17 7.96 -2.50
H -3.52 7.49 -1.48
H -3.68 7.41 -3.23
H -4.42 4.96 -2.11
H -4.91 2.81 -1.73
H -3.68 1.62 -1.30
H -4.13 1.83 -2.97
H -2.75 0.58 -4.25
H -2.75 1.17 -5.93
H -2.49 2.29 -4.59
H -0.97 0.76 -7.17
Cl 4.51 1.30 0.44
C 4.81 0.03 -0.72
C 5.75 0.28 -1.71
C 6.02 -0.69 -2.65
C 5.37 -1.91 -2.58
C 4.45 -2.15 -1.58
C 4.11 -1.18 -0.62
C 3.09 -1.47 0.42
H 6.24 1.25 -1.74
H 6.75 -0.49 -3.44
H 5.58 -2.69 -3.30
H 3.95 -3.11 -1.52
H 3.38 -1.06 1.39
H 3.02 -2.55 0.53
N -1.85 -0.54 7.25
C -2.05 -0.62 8.61
C -3.20 -0.70 9.39
C -3.02 -0.75 10.76
C -1.73 -0.73 11.33
C -0.60 -0.64 10.54
C -0.76 -0.59 9.16
N 0.18 -0.51 8.16
C -0.50 -0.49 7.04
C 0.09 -0.42 5.70
C -0.68 -0.16 4.57
C -0.06 -0.13 3.34
N 1.23 -0.37 3.17
C 1.97 -0.59 4.25
C 1.45 -0.63 5.53
H -2.55 -0.59 6.53
H -4.19 -0.72 8.95
H -3.88 -0.82 11.41
H -1.64 -0.77 12.41
H 0.39 -0.62 10.97
H -1.74 0.06 4.63
H -0.63 0.09 2.44
H 3.02 -0.78 4.07
H 2.08 -0.82 6.39
*
```

Atomic partial charges in e from the Mulliken method, atoms 1 to 5: -0.139, -0.424, -0.586, 0.107, -0.083



> The lowest energy belongs to which entry?

C61H57AsClN4PdSi